{"formula": "C18H37IrOP3Se", "method": "ωB97M-V with the def2-TZVPD basis set", "orbital_gap_ev": [4.97, 2.44], "mol_weight_g_mol": 633.6, "e_lumo_ha": [-0.47074, -0.63186], "total_energy_ev": -117318.07992, "homo_ev": [-17.8, -19.6], "spin_multiplicity": 6, "total_charge": 4, "symbols": ["Ir", "P", "P", "P", "H", "C", "C", "H", "C", "C", "C", "C", "C", "C", "C", "C", "C", "H", "H", "H", "H", "H", "H", "H", "H", "H", "H", "H", "H", "H", "H", "H", "H", "H", "H", "H", "H", "H", "H", "H", "H", "H", "H", "H", "H", "H", "C", "C", "C", "C", "C", "C", "Se", "H", "H", "H", "H", "H", "H", "O", "C"], "coordinates": [[-0.060111, -0.011898, 1.529984], [0.221158, 1.878754, 2.813301], [-2.322527, 0.336825, 1.192976], [2.218432, -0.307432, 1.145185], [-1.518975, -3.318881, -6.111750], [-0.676257, -3.973885, -5.850901], [-0.759676, -4.764469, -4.745114], [-1.681924, -4.869596, -4.140446], [0.381122, 3.470105, 1.947774], [-1.107695, 2.214369, 4.001405], [1.659423, 1.877031, 3.918958], [-2.968299, -0.701788, -0.151795], [-3.291785, -0.170818, 2.645554], [-2.870749, 2.008519, 0.721428], [2.537250, -1.494223, -0.197217], [3.050719, -1.046374, 2.588189], [3.163073, 1.166562, 0.635142], [0.172765, -3.926016, -6.567611], [0.082590, -5.360850, -4.396033], [0.442173, 4.252468, 2.715806], [-0.477757, 3.673021, 1.304134], [1.281824, 3.500827, 1.330695], [-0.754035, 3.050538, 4.621194], [-1.279173, 1.339377, 4.636937], [-2.049463, 2.502265, 3.526399], [1.504651, 2.716464, 4.610388], [2.608087, 2.019982, 3.394109], [1.700727, 0.942922, 4.486185], [-4.064743, -0.609787, -0.163076], [-2.695925, -1.750673, 0.028608], [-2.567845, -0.384203, -1.123296], [-4.292012, 0.277201, 2.561403], [-2.810154, 0.149307, 3.578433], [-3.375726, -1.265909, 2.641132], [-3.968812, 1.990870, 0.660442], [-2.455860, 2.259565, -0.265355], [-2.567293, 2.767276, 1.451216], [3.625558, -1.655753, -0.232180], [2.184206, -1.107925, -1.163333], [2.030583, -2.442508, 0.029513], [4.044610, -1.373366, 2.247831], [2.471617, -1.918107, 2.926324], [3.141730, -0.315138, 3.405408], [4.214055, 0.850395, 0.545106], [3.088350, 1.978325, 1.368976], [2.777433, 1.511336, -0.335573], [0.149115, 0.426356, -2.632987], [-0.165472, -0.947873, -2.689666], [-0.117683, -1.614122, -3.912933], [0.293406, -0.949587, -5.065301], [0.641847, 0.417953, -5.013557], [0.596275, 1.100108, -3.789900], [0.061565, 1.608402, -1.097910], [-0.128496, 0.236901, -0.388726], [-0.437878, -1.491236, -1.790820], [-0.397609, -2.661794, -3.981137], [0.339089, -1.508660, -6.003770], [0.939337, 0.936050, -5.932589], [0.901910, 2.151942, -3.709504], [-0.395597, -2.249710, 3.520225], [-0.265127, -1.419453, 2.722136]], "forces_ev_per_angstrom": [[0.175, 0.588, -2.640], [0.021, 0.436, 0.868], [-0.884, -0.238, 0.699], [0.496, -0.280, 0.657], [0.215, -0.203, 0.116], [-0.238, 1.590, -2.888], [-0.269, -2.124, 2.174], [0.366, 0.131, -0.598], [0.004, -0.080, -0.224], [-0.046, -0.048, 0.041], [0.021, -0.038, 0.022], [-0.145, -0.112, 0.065], [-0.243, 0.188, -0.146], [-0.094, -0.143, 0.085], [0.073, -0.073, 0.180], [0.255, 0.068, -0.341], [0.089, -0.322, 0.168], [-0.408, -0.470, 0.684], [0.089, 0.092, -0.082], [0.023, -0.078, -0.219], [-0.010, 0.045, 0.130], [0.024, 0.055, 0.113], [-0.240, -0.203, -0.069], [0.078, 0.198, -0.001], [0.156, -0.038, 0.085], [0.217, -0.212, -0.087], [-0.181, 0.013, 0.113], [-0.064, 0.191, 0.045], [0.263, -0.090, -0.146], [-0.124, 0.245, -0.015], [-0.149, 0.015, 0.127], [0.147, -0.235, 0.199], [-0.248, -0.100, -0.340], [-0.008, 0.252, 0.058], [0.267, 0.144, -0.090], [-0.239, 0.094, 0.188], [-0.110, -0.176, -0.222], [-0.309, -0.078, -0.205], [0.165, -0.058, 0.190], [0.203, 0.203, -0.073], [-0.154, 0.061, 0.376], [0.251, 0.258, -0.065], [0.038, -0.375, -0.340], [-0.230, 0.332, -0.136], [0.070, -0.243, -0.278], [0.310, 0.003, 0.180], [0.501, 1.513, -0.539], [-0.111, 0.964, 1.281], [0.594, 0.382, -2.138], [-0.346, -0.995, 0.450], [0.222, -0.810, -1.556], [-0.353, 0.383, 2.012], [0.394, 2.073, -2.946], [-0.208, -2.034, 2.610], [-0.023, 0.090, 0.095], [0.058, 0.272, 0.331], [0.066, 0.539, 0.189], [-0.095, -0.107, 0.318], [-0.173, -0.429, -0.245], [0.295, 1.825, -2.136], [-0.444, -2.849, 3.915]]}